Record 1
Molecular formula: C45H34N4OP2PbS2
Method: DFT, the ωB97M-V functional and the def2-TZVPD basis

XYZ file:
```
89
Properties=species:S:1:pos:R:3:nbo_charge:R:1
Pb 0.367 0.113 -0.816 1.22
S -2.297 -0.621 -1.907 -0.67
P -1.791 -2.165 -0.704 1.42
C -0.164 -2.172 -0.200 -1.69
P 1.092 -2.883 -1.094 1.45
S 2.577 -1.540 -1.456 -0.65
C 0.645 -3.625 -2.699 -0.43
C 0.483 -5.001 -2.841 -0.13
C 0.134 -5.546 -4.068 -0.23
C -0.063 -4.719 -5.163 -0.20
C 0.086 -3.346 -5.028 -0.20
C 0.444 -2.803 -3.804 -0.18
C 1.855 -4.283 -0.214 -0.42
C 1.269 -4.757 0.951 -0.20
C 1.835 -5.823 1.642 -0.21
C 2.993 -6.416 1.169 -0.20
C 3.589 -5.941 0.003 -0.23
C 3.025 -4.880 -0.682 -0.12
C -2.402 -3.722 -1.430 -0.31
C -2.984 -3.784 -2.687 -0.20
C -3.475 -4.992 -3.168 -0.21
C -3.389 -6.139 -2.395 -0.21
C -2.807 -6.083 -1.134 -0.21
C -2.318 -4.880 -0.656 -0.22
C -2.852 -2.059 0.778 -0.38
C -2.313 -2.206 2.048 -0.21
C -3.129 -2.132 3.173 -0.21
C -4.489 -1.918 3.030 -0.21
C -5.037 -1.779 1.757 -0.21
C -4.223 -1.846 0.641 -0.17
H 0.635 -5.657 -1.993 0.22
H 0.011 -6.618 -4.164 0.21
H -0.337 -5.143 -6.122 0.21
H -0.067 -2.696 -5.881 0.21
H 0.583 -1.733 -3.712 0.23
H 0.366 -4.274 1.309 0.23
H 1.370 -6.189 2.549 0.21
H 3.439 -7.244 1.704 0.21
H 4.496 -6.401 -0.367 0.21
H 3.495 -4.508 -1.586 0.22
H -3.052 -2.882 -3.284 0.24
H -3.923 -5.034 -4.153 0.21
H -3.775 -7.077 -2.773 0.21
H -2.742 -6.975 -0.524 0.21
H -1.874 -4.837 0.333 0.22
H -1.249 -2.386 2.137 0.23
H -2.697 -2.246 4.160 0.21
H -5.127 -1.861 3.902 0.21
H -6.100 -1.613 1.638 0.21
H -4.648 -1.718 -0.348 0.23
C -0.973 9.691 10.101 -0.25
O -0.890 8.280 10.204 -0.49
C -0.712 7.576 9.059 0.32
C -0.665 6.189 9.200 -0.26
C -0.482 5.395 8.089 -0.18
C -0.343 5.953 6.816 -0.07
C -0.391 7.334 6.691 -0.15
C -0.574 8.149 7.799 -0.31
C -0.147 5.127 5.616 0.36
N -0.006 5.583 4.396 -0.47
C 0.135 4.461 3.611 0.17
C 0.079 3.324 4.365 0.09
N -0.095 3.757 5.662 -0.52
C 0.240 2.009 3.827 -0.11
C 0.258 0.839 4.599 -0.14
C 0.461 -0.368 3.986 -0.25
C 0.624 -0.388 2.596 0.07
N 0.598 0.701 1.851 -0.47
C 0.419 1.902 2.436 0.25
C 0.450 3.111 1.605 0.15
N 0.610 2.954 0.282 -0.42
C 0.689 4.026 -0.478 0.05
C 0.606 5.333 0.021 -0.24
C 0.418 5.507 1.366 -0.14
C 0.334 4.379 2.193 -0.09
H -1.142 10.057 11.109 0.20
H -1.807 9.991 9.461 0.18
H -0.044 10.113 9.712 0.18
H -0.773 5.760 10.186 0.23
H -0.450 4.322 8.236 0.19
H -0.283 7.774 5.709 0.24
H -0.605 9.221 7.668 0.22
H -0.221 3.190 6.479 0.42
H 0.118 0.892 5.672 0.21
H 0.489 -1.293 4.544 0.23
H 0.757 -1.319 2.052 0.24
H 0.809 3.851 -1.542 0.20
H 0.683 6.175 -0.653 0.22
H 0.335 6.490 1.812 0.24
```

Calculated values
Calculated total energy   -3701.537682 Eh
Frontier orbital gap   6.944 eV
ΔE to the lowest compared entry with this formula, charge and spin   0.0 kcal/mol
HOMO   -7.19 eV
Spin multiplicity   1
Total charge   0


Record 2
Molecular formula: C28H39MnN4O6PTe
Method: DFT, the ωB97M-V functional and the def2-TZVPD basis

XYZ file:
```
80
Properties=species:S:1:pos:R:3:mulliken_spin:R:1
Mn -0.130 0.286 -0.387 0.98
O 6.717 1.061 -1.200 0.00
C 6.101 0.963 0.071 0.00
C 4.616 0.797 -0.097 0.00
C 4.014 0.713 -1.337 0.00
C 2.644 0.522 -1.410 0.00
N 1.873 0.446 -0.328 0.00
C 2.447 0.565 0.874 0.02
C 3.806 0.722 1.033 0.00
C 1.473 0.581 1.996 -0.02
C 1.847 0.605 3.331 0.00
C 0.868 0.666 4.307 0.00
C 1.217 0.654 5.769 0.00
O 2.604 0.905 5.920 0.00
C -0.458 0.713 3.900 0.00
C -0.753 0.667 2.552 0.00
N 0.191 0.590 1.611 0.00
H 7.660 0.902 -1.101 0.00
H 6.290 1.863 0.665 0.00
H 6.484 0.108 0.636 0.00
H 4.604 0.755 -2.240 0.00
H 2.132 0.389 -2.354 0.00
H 4.240 0.802 2.022 0.00
H 2.886 0.576 3.617 0.00
H 0.950 -0.326 6.180 0.00
H 0.615 1.406 6.289 0.00
H 2.837 0.818 6.848 0.00
H -1.265 0.777 4.619 0.00
H -1.771 0.678 2.193 -0.01
C -3.328 3.454 -1.311 0.00
N -2.178 2.634 -1.664 0.00
C -2.446 1.189 -1.788 -0.01
C -0.914 3.027 -1.406 0.01
O 0.003 2.222 -1.152 0.00
N -0.637 4.371 -1.425 0.00
C -1.212 5.238 -2.442 0.00
C 0.662 4.793 -0.936 0.00
H -3.991 2.860 -0.680 0.00
H -3.891 3.780 -2.188 0.00
H -3.017 4.331 -0.748 0.00
H -3.472 1.109 -2.170 0.00
H -2.612 1.155 0.335 0.00
H -1.793 0.788 -2.566 0.00
H -1.957 4.704 -3.024 0.00
H -0.427 5.570 -3.128 0.00
H -1.677 6.123 -2.003 0.00
H 0.986 4.141 -0.131 0.00
H 0.583 5.816 -0.563 0.00
H 1.419 4.767 -1.727 0.00
C -2.241 0.485 -0.454 0.05
C -2.957 -0.809 -0.335 -0.01
C -3.180 -1.643 -1.436 0.00
C -3.791 -2.883 -1.300 0.00
C -4.213 -3.340 -0.061 0.00
C -4.023 -2.519 1.046 0.00
C -3.416 -1.281 0.905 -0.01
H -2.820 -1.343 -2.412 0.00
H -3.925 -3.505 -2.179 0.00
H -4.690 -4.307 0.041 0.00
H -4.363 -2.840 2.024 0.00
H -3.306 -0.652 1.784 0.00
C 0.207 -2.745 2.138 0.00
C -0.193 -3.222 0.763 0.00
O -0.167 -2.101 -0.141 0.01
P 0.365 -2.245 -1.677 0.00
O 0.036 -0.844 -2.163 0.00
Te 2.567 -3.085 -1.722 0.00
O -0.656 -3.234 -2.383 0.00
C -0.523 -4.643 -2.608 0.00
C -0.701 -4.923 -4.080 0.00
H 0.201 -3.582 2.840 0.00
H -0.487 -1.986 2.502 0.00
H 1.214 -2.326 2.109 0.00
H -1.210 -3.617 0.749 0.00
H 0.501 -3.987 0.408 0.00
H -1.300 -5.123 -2.011 0.00
H 0.453 -4.982 -2.260 0.00
H -1.677 -4.582 -4.430 0.00
H -0.620 -5.996 -4.265 0.00
H 0.072 -4.413 -4.655 0.00
```

Calculated values
Calculated total energy   -3521.290725 Eh
Frontier orbital gap (alpha / beta)   6.627 / 6.476 eV
ΔE to the lowest compared entry with this formula, charge and spin   3.0 kcal/mol
HOMO (alpha / beta)   -6.70 / -6.54 eV
Spin multiplicity   2
Total charge   0


Record 3
Molecular formula: C2H4ClN2
Method: DFT, the ωB97M-V functional and the def2-TZVPD basis

XYZ file:
```
9
Properties=species:S:1:pos:R:3:nbo_charge:R:1
C -0.568 -0.877 -0.129 0.15
C 1.135 0.533 0.872 0.73
N 0.539 -0.317 0.221 -0.50
N 2.000 1.179 1.365 -0.54
Cl -1.193 -0.318 -2.408 -0.12
H -0.600 -1.873 -0.462 0.24
H -1.468 -0.354 0.290 0.21
H 2.470 1.928 1.995 0.52
H -2.316 0.099 -1.744 0.31
```

Calculated values
Calculated total energy   -647.947250 Eh
Frontier orbital gap   9.833 eV
ΔE to the lowest compared entry with this formula, charge and spin   35.6 kcal/mol
HOMO   -15.66 eV
Spin multiplicity   1
Total charge   +1


Record 4
Molecular formula: C24H26FN3O3
Method: DFT, the ωB97M-V functional and the def2-TZVPD basis

XYZ file:
```
57
Properties=species:S:1:pos:R:3:nbo_charge:R:1
O -1.904 2.026 -2.628 -0.65
C -1.255 2.191 -1.626 0.88
N -0.186 1.447 -1.250 -0.63
H 0.140 1.560 -0.301 0.41
C 0.083 0.168 -1.855 -0.21
H -0.436 0.143 -2.815 0.24
H 1.157 0.070 -2.028 0.20
C -0.427 -0.978 -0.960 -0.10
C -0.113 -2.315 -1.559 0.26
C -0.799 -3.494 -1.517 -0.30
C 0.001 -4.445 -2.197 -0.31
C 1.113 -3.776 -2.598 0.08
O 1.057 -2.489 -2.214 -0.41
H 1.982 -4.086 -3.143 0.20
H -0.227 -5.478 -2.361 0.23
H -1.756 -3.662 -1.067 0.23
N 0.097 -0.802 0.397 -0.46
C -0.715 -1.427 1.425 -0.24
H -1.756 -1.128 1.283 0.21
C -0.239 -0.951 2.803 -0.21
N 1.154 -1.294 3.009 -0.43
C 1.502 -2.501 3.590 0.09
C 0.915 -2.926 4.793 0.36
C 1.267 -4.094 5.432 -0.26
C 2.262 -4.897 4.901 -0.23
C 2.885 -4.500 3.732 -0.22
C 2.512 -3.334 3.091 -0.21
H 3.015 -3.073 2.174 0.20
H 3.667 -5.108 3.303 0.21
H 2.546 -5.811 5.398 0.22
H 0.766 -4.350 6.353 0.23
F -0.036 -2.161 5.396 -0.33
C 1.956 -0.731 1.947 -0.22
H 3.008 -0.968 2.105 0.21
C 1.485 -1.201 0.566 -0.25
H 2.093 -0.734 -0.209 0.21
H 1.603 -2.295 0.492 0.18
H 1.838 0.357 2.002 0.20
H -0.869 -1.388 3.573 0.23
H -0.329 0.138 2.855 0.20
H -0.657 -2.529 1.381 0.17
H -1.516 -0.885 -0.885 0.22
O -1.470 3.181 -0.725 -0.52
C -2.471 4.126 -1.093 -0.10
C -2.024 5.035 -2.208 0.04
C -2.914 5.434 -3.194 -0.23
C -2.498 6.275 -4.211 -0.20
C -1.187 6.717 -4.256 -0.22
C -0.293 6.317 -3.277 -0.20
C -0.710 5.483 -2.256 -0.24
H -0.015 5.166 -1.492 0.22
H 0.733 6.655 -3.309 0.21
H -0.861 7.368 -5.054 0.21
H -3.197 6.580 -4.976 0.21
H -3.935 5.081 -3.169 0.21
H -3.382 3.594 -1.387 0.20
H -2.659 4.698 -0.179 0.20
```

Calculated values
Calculated total energy   -1420.002290 Eh
Frontier orbital gap   8.560 eV
ΔE to the lowest compared entry with this formula, charge and spin   35.5 kcal/mol
HOMO   -7.87 eV
Spin multiplicity   1
Total charge   0